Record 1
ORCA calculation (ωB97M-V/def2-TZVPD) on CsH6O3 as an isolated structure.

Output
- Relative energy (zero: lowest compared OMol25 entry of this formula, charge and spin): 100.87 kJ/mol
- DFT total energy: -6782.1571 eV
- Total charge: +1
- Multiplicity: 1
- Kohn-Sham gap: 9.9 eV

Structure (XYZ):
```
10
CsH6O3, DFT ωB97M-V/def2-TZVPD
Cs 17.86772 -11.42010 5.17513
O 14.55239 -15.25741 7.68988
H 13.90655 -15.05342 8.36627
H 14.61563 -16.21248 7.69867
O 12.67252 -12.94081 3.62640
H 12.91083 -13.42794 4.41518
H 12.14124 -12.21157 3.94605
O 19.69948 -16.31247 2.24755
H 20.41321 -16.92321 2.06363
H 20.05285 -15.45360 2.01582
```


Record 2
ORCA calculation (ωB97M-V/def2-TZVPD) on CsHO5S as an isolated structure.

Output
- DFT total energy: -21635.6147 eV
- Expectation value of S²: 0.761
- Total charge: -1
- Multiplicity: 2
- Kohn-Sham gap (alpha / beta): 5.0 / 3.9 eV

Structure (XYZ):
```
8
CsHO5S, DFT ωB97M-V/def2-TZVPD
Cs -11.71550 23.65984 9.91159
O -10.57707 25.45317 12.24635
H -10.62397 24.50087 12.45953
S -9.21596 25.08407 8.01812
O -9.30575 23.82012 7.37269
O -7.98213 25.72174 7.59090
O -10.29281 26.01915 7.64145
O -9.14604 24.91776 9.44356
```


Record 3
ORCA calculation (ωB97M-V/def2-TZVPD) on CuH12O6 as an isolated structure.

Output
- Relative energy (zero: lowest compared OMol25 entry of this formula, charge and spin): 94.74 kJ/mol
- DFT total energy: -57113.1836 eV
- Total charge: +1
- Multiplicity: 1
- Kohn-Sham gap: 7.8 eV

Structure (XYZ):
```
19
CuH12O6, DFT ωB97M-V/def2-TZVPD
Cu -17.70700 -4.58400 -12.72400
O -19.48600 -5.12800 -11.38400
H -19.91300 -4.51600 -10.78100
H -20.28100 -5.54400 -11.65900
O -16.56600 -4.44900 -10.34800
H -17.31100 -4.28000 -9.75700
H -16.69800 -5.33400 -10.53500
O -18.06300 -2.54600 -12.31700
H -18.59000 -2.09800 -11.65200
H -17.21400 -2.12900 -12.19600
O -19.02800 -4.90500 -14.05700
H -19.79900 -4.40600 -13.74900
H -18.92700 -4.61900 -14.93500
O -15.81400 -3.92900 -13.61500
H -15.17700 -3.93500 -12.89200
H -15.63700 -4.71400 -14.14900
O -17.04400 -6.41700 -12.37900
H -16.11300 -6.33600 -12.55000
H -17.25900 -7.30600 -12.68000
```


Record 4
ORCA calculation (ωB97M-V/def2-TZVPD) on CuH14O7 as an isolated structure.

Output
- Relative energy (zero: lowest compared OMol25 entry of this formula, charge and spin): 42.32 kJ/mol
- DFT total energy: -59183.3398 eV
- Expectation value of S²: 0.751
- Total charge: +2
- Multiplicity: 2
- Kohn-Sham gap (alpha / beta): 12.5 / 8.8 eV

Structure (XYZ):
```
22
CuH14O7, DFT ωB97M-V/def2-TZVPD
Cu -17.25581 -21.90269 7.67583
O -15.95576 -22.59417 9.64124
H -15.03170 -22.69270 9.87069
H -16.40686 -22.53256 10.48323
O -17.17301 -20.24762 9.05477
H -17.78957 -20.32766 9.78256
H -16.53220 -19.60215 9.35300
O -18.84021 -20.56754 6.93749
H -19.05629 -20.85355 6.04995
H -19.03625 -19.63064 6.94212
O -17.77043 -22.57929 5.49586
H -17.95404 -23.44363 5.12786
H -17.41779 -22.07598 4.76199
O -16.56263 -23.97480 7.37501
H -16.50944 -24.63369 8.06731
H -16.77361 -24.47291 6.58532
O -19.06957 -23.09815 8.51470
H -19.73332 -23.15532 7.82739
H -19.55708 -23.21805 9.32969
O -15.17937 -21.27444 7.09019
H -14.67841 -20.51657 6.78866
H -14.53467 -21.82880 7.52982
```


Record 5
ORCA calculation (ωB97M-V/def2-TZVPD) on F12K5N6NaO24S12 as an isolated structure.

Output
- Relative energy (zero: lowest compared OMol25 entry of this formula, charge and spin): 0.00 kJ/mol
- DFT total energy: -306740.7276 eV
- Total charge: 0
- Multiplicity: 1
- Kohn-Sham gap: 4.7 eV

Structure (XYZ):
```
60
F12K5N6NaO24S12, DFT ωB97M-V/def2-TZVPD
Na 0.78797 5.85269 0.20141
K -6.54874 -0.00263 2.50816
K -2.18865 -0.80944 -5.60441
K 5.09808 -2.48064 0.47685
K 2.33937 -0.21163 7.84671
K -3.58570 -4.39662 4.39216
N 2.06203 5.38100 -3.81799
S 3.41296 5.67993 -4.51000
O 3.36104 5.49607 -5.95838
O 4.62335 5.71018 -3.63525
F 3.15402 7.28556 -4.60216
S 2.13274 3.73773 -4.19724
O 3.27133 2.92926 -3.74792
O 1.33747 3.32914 -5.28954
F 1.12691 3.26819 -2.99634
N -3.01821 -11.34956 2.11879
S -2.68205 -10.02882 1.42324
O -3.15020 -8.79553 2.03792
O -2.50169 -10.07569 0.01045
F -1.16000 -9.94226 1.97443
S -4.64457 -11.23743 1.99461
O -5.32297 -10.93413 0.72862
O -5.25662 -10.79060 3.27080
F -4.94079 -12.86270 2.12156
N -2.21553 -0.80629 2.33188
S -1.27056 0.39514 2.67264
O -0.93036 1.42226 1.66171
O -0.34363 0.08674 3.75358
F -2.28141 1.27059 3.60841
S -1.29705 -1.27407 0.97146
O 0.09076 -1.61776 1.20436
O -1.69699 -0.68779 -0.33655
F -2.05496 -2.73019 0.82024
N 3.69886 5.03481 2.58052
S 4.77510 4.06768 2.90661
O 4.40568 2.67704 2.80664
O 5.73861 4.31507 3.96359
F 5.76763 4.32248 1.57005
S 3.36842 5.30236 4.24386
O 4.02077 6.44934 4.87682
O 3.07212 4.15971 5.10941
F 1.84972 5.93827 3.98930
N -3.34234 6.52045 -0.20197
S -4.62510 5.38511 -0.45198
O -5.88777 5.88681 -1.07798
O -4.65838 4.18879 0.43437
F -3.90691 4.77537 -1.75198
S -4.20522 7.21347 0.81894
O -4.67376 6.52130 2.00100
O -4.99067 8.22749 0.17928
F -2.90900 7.99957 1.41800
N 3.68112 -4.29028 -3.40572
S 2.39990 -5.34636 -3.49898
O 2.54719 -6.41685 -4.45482
O 1.11706 -4.79859 -3.27686
F 2.85238 -5.94592 -2.05829
S 3.46416 -3.59430 -4.73316
O 2.18792 -2.90970 -4.92904
O 4.09271 -4.10204 -5.96543
F 4.45247 -2.39176 -4.52640
```


Record 6
ORCA calculation (ωB97M-V/def2-TZVPD) on a 2-piece molecular cluster, F2H2 overall.

Output
- Relative energy (zero: lowest compared OMol25 entry of this formula, charge and spin): 4.24 kJ/mol
- DFT total energy: -5467.4572 eV
- Total charge: 0
- Multiplicity: 1
- SMILES: F.F
- Kohn-Sham gap: 15.5 eV

Structure (XYZ):
```
4
F2H2, DFT ωB97M-V/def2-TZVPD
F 2.06739 0.03475 -0.01101
H 1.43405 -0.64582 0.01201
F -2.02275 -0.07043 -0.01094
H -1.47869 0.68150 0.00994
```


Record 7
ORCA calculation (ωB97M-V/def2-TZVPD) on a 2-piece molecular cluster, F2H2NOP overall.

Output
- Relative energy (zero: lowest compared OMol25 entry of this formula, charge and spin): 506.94 kJ/mol
- DFT total energy: -18292.0638 eV
- Total charge: 0
- Multiplicity: 1
- Kohn-Sham gap (alpha / beta): 8.5 / 8.4 eV

Structure (XYZ):
```
7
F2H2NOP, DFT ωB97M-V/def2-TZVPD
N 0.71303 0.80506 0.02895
O -0.95472 -1.50199 -0.97457
F 1.43524 -1.96105 -1.17262
F 0.03333 -3.28499 0.10195
P 0.28750 -1.77120 -0.07612
H 1.45538 1.12723 0.62160
H -1.02287 -0.58717 -1.05085
```


Record 8
ORCA calculation (ωB97M-V/def2-TZVPD) on a 2-piece molecular cluster, F2H4N2P overall.

Output
- Relative energy (zero: lowest compared OMol25 entry of this formula, charge and spin): 304.31 kJ/mol
- DFT total energy: -17761.3812 eV
- Total charge: +1
- Multiplicity: 1
- Kohn-Sham gap (alpha / beta): 9.2 / 9.2 eV

Structure (XYZ):
```
9
F2H4N2P, DFT ωB97M-V/def2-TZVPD
N 0.74591 -0.37523 1.78916
N -1.18010 -0.31118 -1.26315
F -2.40544 -0.62167 0.92137
F -0.99664 -2.43073 0.12578
P -1.03711 -0.88730 0.24236
H 1.54762 -0.28651 1.16619
H 0.47093 0.53468 2.15666
H -0.51266 -0.56369 -1.98281
H -1.65792 0.55717 -1.45645
```